# 1
# C16H54F3N24O14Ti

A structure of composition C16H54F3N24O14Ti at a distorted geometry (ωB97M-V/def2-TZVPD, OMol25).

Spin multiplicity: 4
Maximum force, eV/A: 2.5
Relative energy (zero: lowest compared OMol25 entry of this formula, charge and spin), eV: 0.000
<S²>: 3.751
HOMO-LUMO gap (spin up / spin down), Ha: 0.2348 / 0.3093

Geometry (Å):
Ti 1.6726 -8.0120 3.3450
C 0.5355 -7.2862 6.6484
O 0.8985 -8.6160 6.9770
O 0.6526 -7.1858 5.3127
C -0.8815 -7.0098 7.1880
F -1.8840 -7.8084 6.7949
F -0.9791 -6.9776 8.5418
F -1.2772 -5.7352 6.9217
C 1.6218 -8.9845 8.1332
C 2.5866 -10.1037 7.6248
H 3.4711 -9.5757 7.2686
H 2.8452 -10.9158 8.2960
H 2.0932 -10.4882 6.7277
H 0.9741 -9.2453 8.9756
H 2.3298 -8.2942 8.6152
H 1.1575 -6.5788 7.2256
C -2.6272 -5.0717 3.6472
O -3.6166 -4.8474 2.9814
N -2.2649 -6.3233 4.0834
N -1.6265 -4.1525 3.8875
H -1.3466 -6.4602 4.4804
H -2.9134 -7.0829 4.0228
H -0.8386 -4.4722 4.4164
H -1.7463 -3.2473 3.4753
C 5.6331 -7.8814 11.1999
O 5.4260 -7.8316 12.3923
N 6.7291 -7.3708 10.5622
N 4.6720 -8.3919 10.3312
H 7.4452 -6.9872 11.1508
H 6.8831 -7.5621 9.5921
H 4.9261 -8.5175 9.3686
H 4.0538 -9.0008 10.8361
C 4.6374 -7.1574 4.9971
O 5.5950 -7.4588 4.3310
N 3.4936 -7.9252 5.1491
N 4.5491 -5.9676 5.6687
H 3.4402 -8.8942 4.8600
H 2.6316 -7.6350 5.6020
H 3.7402 -5.5292 6.0648
H 5.3652 -5.3935 5.5321
C 2.0515 -4.7674 2.6300
O 2.3417 -5.9373 2.3374
N 1.6675 -3.8925 1.6813
N 1.9627 -4.3398 3.9178
H 1.7989 -4.0877 0.7054
H 1.1866 -3.0387 1.8995
H 1.2555 -3.6986 4.2250
H 2.2730 -5.0591 4.5484
C 5.7028 -12.2067 8.0146
O 5.3674 -11.4015 8.8714
N 6.5781 -13.2231 8.2985
N 5.1207 -12.2471 6.7864
H 6.8820 -13.8494 7.5722
H 7.2962 -12.8926 8.9260
H 4.2501 -11.7448 6.7610
H 5.3217 -12.8771 6.0335
C -0.6826 -7.5171 11.8725
O -0.0308 -6.6393 11.3365
N -1.7296 -7.2662 12.7163
N -0.3609 -8.8431 11.7824
H -1.9012 -7.9018 13.4724
H -1.9407 -6.2848 12.7935
H 0.4139 -9.0682 11.1898
H -0.9724 -9.5528 12.1343
C -2.8341 -3.6471 10.2687
O -1.9089 -3.0219 10.7730
N -4.0843 -3.1594 10.1236
N -2.6822 -4.9231 9.7979
H -4.3606 -2.2288 10.3689
H -4.6955 -3.6299 9.4600
H -1.7837 -5.3680 9.8031
H -3.4446 -5.3811 9.3268
C 1.0891 -12.5241 10.5321
O 0.2859 -13.3616 10.1916
N 2.4054 -12.5501 10.1693
N 0.8454 -11.5308 11.4148
H 2.6800 -13.1841 9.4392
H 3.1166 -11.8776 10.3996
H -0.1094 -11.4367 11.7041
H 1.5071 -10.8524 11.7384
C -4.5927 -10.3216 7.7043
O -5.2570 -11.2909 8.0049
N -4.1356 -9.4343 8.6584
N -4.3487 -9.8580 6.4423
H -3.6887 -8.6022 8.3276
H -4.6308 -9.5689 9.5211
H -4.8649 -10.3170 5.7147
H -3.7543 -9.0646 6.3121
C -0.2420 -11.9618 6.2883
O -0.3804 -13.1542 6.0941
N -0.5870 -11.3674 7.4660
N 0.0485 -11.0758 5.2770
H -0.5635 -10.3739 7.6020
H -0.5425 -12.0125 8.2411
H -0.0752 -10.0969 5.4738
H 0.3688 -11.3890 4.3822
C 2.9303 -4.3694 10.6272
O 3.8244 -3.5438 10.5149
N 3.0082 -5.5862 10.0139
N 1.7591 -4.1725 11.2815
H 2.3956 -6.3778 10.1033
H 3.7266 -5.7457 9.3332
H 1.0642 -4.8964 11.2464
H 1.6176 -3.2610 11.6726
C -5.3992 -5.3410 7.2023
O -5.4274 -4.9819 8.3700
N -6.5269 -5.5100 6.4452
N -4.2478 -5.6022 6.4941
H -7.3575 -5.3177 6.9779
H -6.5753 -5.7348 5.4714
H -3.3395 -5.4438 6.8915
H -4.4581 -5.7073 5.5193

Löwdin population analysis, charges in e, atoms 1 to 6: 0.780 -0.449 -0.130 -0.279 -0.510 0.131

***

# 2
# C16H55CaO23P3S

A structure of composition C16H55CaO23P3S at a distorted geometry (ωB97M-V/def2-TZVPD, OMol25).

Spin multiplicity: 1
Maximum force, eV/A: 1.3
Relative energy (zero: lowest compared OMol25 entry of this formula, charge and spin), eV: 0.000
HOMO-LUMO gap, Ha: 0.2898

Geometry (Å):
Ca -0.3683 2.7999 -0.1343
S 0.2069 -0.0193 0.4616
O -1.0645 0.6966 0.7757
O 0.0229 -1.1173 -0.4847
O 1.0246 1.0696 -0.1720
O 0.8464 -0.4934 1.6908
C 0.0732 -1.3223 -3.9379
O 1.0762 -1.4043 -2.9760
H -0.4054 -0.3284 -4.0298
H 0.5106 -1.4980 -4.9276
H -0.7335 -2.0576 -3.8228
H 0.6671 -1.3708 -2.0932
C -2.1060 -3.4210 0.7227
O -1.6570 -3.3203 -0.6214
H -1.4081 -4.0247 1.3086
H -2.2647 -2.4335 1.1615
H -3.0644 -3.9451 0.7494
H -0.9761 -2.6314 -0.6152
C -4.0584 1.1178 2.2521
O -3.6549 0.1821 1.2631
H -3.8039 2.1420 1.9449
H -5.1467 1.0879 2.3361
H -3.6169 0.8989 3.2266
H -2.6928 0.3053 1.1533
C 3.9801 1.1177 2.1662
O 3.2768 0.1772 2.9439
H 5.0506 0.9240 2.2352
H 3.7055 1.1038 1.1089
H 3.8065 2.1365 2.5521
H 2.4285 0.0064 2.5108
C 3.7519 -0.6230 -1.0220
O 3.3840 0.6882 -1.4649
H 4.7851 -0.6006 -0.6582
H 3.1260 -0.9476 -0.1885
H 3.7487 -1.3370 -1.8428
H 2.4970 0.8022 -1.0905
C 0.6825 2.4897 -3.1383
O 0.7617 3.4655 -2.0574
H 1.6710 2.3313 -3.5584
H 0.2082 1.5741 -2.8041
H 0.0366 2.9151 -3.9129
H 1.3303 4.1824 -2.3471
C 0.5506 -2.1355 4.6818
O -0.2123 -2.1740 3.5097
H 0.5470 -1.1469 5.1679
H 0.1220 -2.8299 5.4059
H 1.5960 -2.4149 4.5018
H 0.1268 -1.5021 2.8927
C -3.0273 -0.7785 -1.9941
O -3.3593 0.3224 -2.8777
P -3.1879 1.8246 -2.4973
O -2.1399 2.0946 -1.4970
O -2.8694 2.4918 -3.8640
C -3.8553 2.6077 -4.8954
O -4.6004 2.4013 -2.1416
C -5.4316 1.7985 -1.1158
H -2.4045 -1.4806 -2.5390
H -3.9312 -1.3080 -1.6993
H -2.4944 -0.4407 -1.1127
H -3.4790 2.0991 -5.7811
H -4.0331 3.6552 -5.1273
H -4.7986 2.1456 -4.6087
H -6.4075 1.5899 -1.5488
H -5.5533 2.5378 -0.3286
H -4.9960 0.8878 -0.7111
C -1.0041 6.3254 2.5138
O -0.5398 5.3118 3.4130
P -1.1468 3.8580 3.3007
O -1.2362 3.3616 1.9159
O -0.2518 3.0512 4.2506
C 0.4937 1.8889 3.7731
O -2.5560 3.9309 3.9802
C -2.8532 4.7821 5.0885
H -0.5187 6.2357 1.5411
H -0.7479 7.2922 2.9364
H -2.0866 6.2696 2.3781
H 1.4104 2.2111 3.2779
H -0.1038 1.3331 3.0577
H 0.7476 1.2672 4.6217
H -3.6027 5.5136 4.7961
H -1.9828 5.3284 5.4520
H -3.2068 4.1526 5.9009
C 1.9651 -3.7279 -0.4380
O 2.9380 -4.7980 -0.5159
P 4.0338 -4.7443 -1.6184
O 4.9040 -3.5680 -1.6640
O 4.8186 -6.0998 -1.4073
C 5.8899 -6.1540 -0.4808
O 3.2091 -5.0149 -2.9292
C 3.8659 -5.1310 -4.1740
H 1.9466 -3.3448 0.5812
H 0.9795 -4.1656 -0.6086
H 2.1602 -2.9451 -1.1616
H 6.1949 -5.1605 -0.1469
H 6.7558 -6.6191 -0.9515
H 5.6121 -6.7415 0.3951
H 4.2308 -6.1437 -4.3580
H 4.7248 -4.4579 -4.2497
H 3.1572 -4.8607 -4.9539

Löwdin population analysis, charges in e, atoms 1 to 6: 1.537 0.354 -0.453 -0.314 -0.487 -0.328

***

# 3
# C16H55NO12

A cluster of 12 separate species, C16H55NO12 in total at a distorted geometry (ωB97M-V/def2-TZVPD, OMol25).

Spin multiplicity: 1
Maximum force, eV/A: 2.4
Relative energy (zero: lowest compared OMol25 entry of this formula, charge and spin), eV: 0.000
SMILES string: CC1(C)CCCC(C)(C)N1O.CO.CO.CO.CO.CO.CO.CO.O.O.O.O
HOMO-LUMO gap, Ha: 0.2918

Geometry (Å):
C -1.4681 2.1850 -3.3226
O -1.9266 2.5829 -2.0594
H -0.8758 2.9356 -3.8460
H -0.7353 1.3783 -3.3344
H -2.2980 1.9976 -4.0039
H -2.4108 1.8441 -1.6835
C -3.1214 4.5933 0.1468
O -2.7635 3.3980 0.7615
H -2.2275 5.1080 -0.2055
H -3.6614 4.4662 -0.7915
H -3.6913 5.2980 0.7524
H -2.1731 2.9752 0.1336
C -2.8661 -0.2688 2.9305
O -2.9687 -1.3145 3.8632
H -3.5028 -0.3339 2.0482
H -3.3144 0.6185 3.3775
H -1.8546 -0.1591 2.5393
H -2.4622 -1.0728 4.6421
C 1.4394 0.1390 3.7621
O 1.0643 -0.6229 2.6470
H 2.4948 0.3894 3.6548
H 0.8242 1.0358 3.8356
H 1.2948 -0.3840 4.7074
H 0.8929 -0.0765 1.8765
C 0.6639 -1.3784 -3.7137
O 0.4257 -2.7585 -4.1376
H 1.7421 -1.2190 -3.7215
H 0.1513 -0.6812 -4.3765
H 0.2225 -1.2071 -2.7319
H 1.0610 -3.3262 -3.6952
C -4.5063 -5.0609 -0.3777
O -3.4712 -4.1405 -0.2468
H -4.9226 -4.9717 -1.3810
H -4.1201 -6.0755 -0.2794
H -5.3321 -4.8396 0.2984
H -2.6547 -4.6427 -0.1939
C -1.1210 -1.7387 0.2231
O -1.2466 -0.2839 0.3108
H -0.0847 -2.0604 0.3269
H -1.5523 -2.2715 1.0706
H -1.5123 -2.2776 -0.6399
H -2.0125 0.0312 -0.1747
O 1.4888 -3.1669 2.2816
H 1.3385 -2.2263 2.3760
H 0.7136 -3.5739 2.6684
O -3.6308 0.4704 -0.8453
H -4.4332 0.5379 -0.3278
H -3.7062 -0.3705 -1.2964
O -3.9377 -2.0637 -1.9084
H -3.7026 -2.4781 -2.7386
H -3.7934 -2.7444 -1.2511
O -0.8742 -4.3067 3.2814
H -1.0443 -5.1946 3.5959
H -1.6847 -4.0481 2.8427
C 3.9963 0.5286 -1.9458
C 3.2467 0.1674 -0.6428
C 4.2152 0.3461 0.6048
C 4.4985 1.8333 1.0244
C 3.2102 2.5864 1.1493
C 2.2724 2.4501 -0.0780
N 2.0960 1.0073 -0.3644
O 0.9625 0.7219 -1.1562
C 0.9169 2.9609 0.4803
C 2.6711 3.2497 -1.3531
C 2.8877 -1.3450 -0.4861
H 4.7320 1.3317 -1.9038
H 3.3189 0.7146 -2.7792
H 4.6192 -0.3123 -2.2507
H 3.8125 -0.1717 1.4753
H 5.1918 -0.0167 0.2840
H 5.0963 2.4082 0.3171
H 4.9843 1.9097 1.9972
H 3.4870 3.6394 1.2006
H 2.8583 2.1542 2.0860
H 0.3246 3.0225 -0.4327
H 0.4277 2.3200 1.2138
H 1.0113 4.0124 0.7516
H 2.8056 4.2775 -1.0162
H 3.6517 3.0395 -1.7803
H 1.8849 3.1449 -2.1008
H 3.8221 -1.9063 -0.4851
H 2.2282 -1.6258 -1.3073
H 2.3021 -1.3699 0.4329
H 0.3149 0.2766 -0.6050

Löwdin population analysis, charges in e, atoms 1 to 6: -0.157 -0.117 0.079 0.056 0.082 0.029

***

# 4
# C16H56O20

A cluster of 12 separate species, C16H56O20 in total at a distorted geometry (ωB97M-V/def2-TZVPD, OMol25).

Spin multiplicity: 1
Maximum force, eV/A: 3.7
Relative energy (zero: lowest compared OMol25 entry of this formula, charge and spin), eV: 2.844
SMILES string: OCCO.OCCO.OCCO.OCCO.OCCO.OCCO.OCCO.OCCO.O.O.O.O
HOMO-LUMO gap, Ha: 0.3437

Geometry (Å):
O -0.5088 0.8330 -2.7425
H -1.0556 0.4136 -2.0644
H 0.3183 0.7947 -2.3462
O -3.6547 -2.7899 2.1908
H -3.7680 -2.6075 1.2917
H -4.3550 -3.4214 2.2862
O -2.3253 -0.5994 -1.4322
H -2.5144 -0.4483 -0.5038
H -3.1507 -1.0369 -1.6742
O 0.5706 3.3470 -0.8444
H 1.4246 3.7935 -0.8196
H 0.7037 2.6468 -0.1954
C -1.2213 -0.1330 1.6562
C -0.5836 1.0300 0.8853
O 0.7067 1.3600 1.4016
O -2.5588 -0.2217 1.2599
H -1.1857 0.0765 2.7180
H -0.6042 -1.0364 1.5698
H -1.2125 1.8665 0.9202
H -0.5328 0.7288 -0.1231
H 1.1437 0.6159 1.7186
H -3.0295 -0.8930 1.7794
C -5.5633 0.5227 -0.4807
C -6.6589 -0.3611 -1.0214
O -6.9843 -1.3791 -0.1116
O -5.3767 1.5452 -1.3815
H -4.6827 -0.1758 -0.4953
H -5.6727 0.8834 0.6118
H -6.3922 -0.7627 -1.9202
H -7.5382 0.1966 -1.1891
H -6.2072 -1.8948 0.1476
H -4.7110 2.1093 -1.0361
C 3.6173 3.9520 -1.3122
C 3.8502 3.2301 -0.0281
O 4.9231 2.3501 -0.3589
O 2.7489 4.9704 -0.9679
H 3.2380 3.2586 -2.1047
H 4.4926 4.4459 -1.7914
H 2.9914 2.6296 0.3836
H 4.3155 3.8887 0.7493
H 5.0938 1.8142 0.4318
H 2.8058 5.6027 -1.6985
C 2.3370 -1.1321 -2.9814
C 2.6503 0.2976 -2.4361
O 1.7136 0.6047 -1.3979
O 2.8908 -2.0612 -2.0957
H 2.8311 -1.1608 -3.9182
H 1.3263 -1.2730 -3.1994
H 2.4299 0.8935 -3.3198
H 3.6795 0.3277 -2.1053
H 1.7241 -0.0730 -0.7372
H 3.8169 -1.9766 -2.1631
C -2.9768 3.1739 -3.4090
C -2.8460 3.7316 -1.9891
O -2.3735 2.7760 -1.0927
O -3.2387 4.3256 -4.2912
H -3.6116 2.3385 -3.5000
H -1.9648 2.8542 -3.6308
H -3.8032 4.1138 -1.6432
H -2.2278 4.5669 -1.8608
H -1.4898 2.4011 -1.2931
H -3.0470 4.1664 -5.2348
C -1.1416 -3.4096 0.0280
C 0.1846 -2.8925 -0.4986
O 0.4478 -3.4797 -1.7652
O -1.1309 -4.8024 0.2154
H -1.9390 -3.1166 -0.6758
H -1.3052 -2.9148 0.9970
H 0.9619 -3.3042 0.1047
H 0.2335 -1.7866 -0.5639
H 1.3137 -3.1009 -1.8714
H -1.0886 -5.2877 -0.6425
C 1.8826 -2.5349 4.2575
C 1.6713 -3.9079 4.9175
O 2.7872 -4.2586 5.8007
O 0.9135 -2.2289 3.2529
H 2.8366 -2.4271 3.7478
H 1.8234 -1.7094 5.0280
H 1.6665 -4.5863 4.0473
H 0.7337 -3.9162 5.4691
H 2.7544 -5.1852 5.9294
H 0.0779 -2.5470 3.5969
C 3.5313 -0.6653 1.1417
C 3.8898 0.3831 2.1890
O 5.2616 0.7741 2.0933
O 2.1741 -1.0633 1.0265
H 4.0877 -1.5679 1.3156
H 3.8133 -0.3993 0.1164
H 3.8253 -0.0370 3.1979
H 3.2786 1.3018 2.1282
H 5.7831 0.0511 2.4342
H 1.9559 -1.4206 1.9227

Löwdin population analysis, charges in e, atoms 1 to 6: -0.035 -0.021 -0.068 -0.002 -0.006 0.055

***

# 5
# C16H62N16O15

A cluster of 15 separate species, C16H62N16O15 in total at a distorted geometry (ωB97M-V/def2-TZVPD, OMol25).

Spin multiplicity: 1
Maximum force, eV/A: 10.8
Relative energy (zero: lowest compared OMol25 entry of this formula, charge and spin), eV: 1.833
HOMO-LUMO gap, Ha: 0.2865

Geometry (Å):
C -0.5739 0.4433 0.1902
C 0.0621 -0.1290 -1.0205
O 1.0837 -1.0031 -0.6073
H -1.2056 1.3018 0.0026
H 0.1848 0.7824 0.8174
H -1.2495 -0.3359 0.5940
H 0.5028 0.6247 -1.6485
H -0.6049 -0.6593 -1.7897
H 1.5778 -1.3310 -1.3170
C -2.9806 2.4076 2.4907
O -2.6338 1.1387 2.3234
N -2.7742 3.3922 1.5896
N -3.5485 2.6051 3.6365
H -2.1185 3.2460 0.7725
H -3.2645 4.2604 1.7276
H -3.8543 1.8384 4.2206
H -3.7474 3.4861 4.0949
C 3.4522 1.3235 0.0188
O 3.2843 1.0653 -1.3951
N 2.8363 0.6178 0.8881
N 4.3890 1.9933 0.5303
H 2.1790 -0.0742 0.5331
H 2.8789 0.9536 1.8803
H 5.0849 2.3284 -0.2238
H 4.6887 2.2194 1.5351
C -4.0925 -0.3314 -0.5225
O -3.5200 0.4732 -1.4629
N -3.8713 -1.6171 -0.3634
N -4.9755 0.1021 0.2706
H -3.3900 -2.1650 -1.1772
H -4.5102 -2.1765 0.2684
H -5.1545 1.0652 0.1753
H -5.2329 -0.2423 1.1859
C -0.7365 -4.1105 0.4443
O 0.6326 -4.5157 0.3356
N -1.6086 -5.0136 0.6053
N -1.2508 -2.8960 0.3534
H -1.1863 -5.8922 0.5219
H -2.4814 -5.0725 1.1408
H -0.6269 -2.1320 0.1079
H -2.1982 -2.5284 0.3262
C 0.5548 3.5538 1.6975
O 0.0459 3.6072 0.4353
N 0.0469 2.7842 2.6300
N 1.6851 4.1051 2.0965
H -0.8880 2.3500 2.4016
H 0.1146 3.1073 3.6433
H 2.2620 4.3765 1.2809
H 2.2685 3.6653 2.9114
C -1.8608 -1.3910 -4.8976
O -1.0234 -1.7675 -5.8005
N -1.8078 -0.3098 -4.2387
N -2.8998 -2.1276 -4.5863
H -1.0767 0.3576 -4.4210
H -2.4819 -0.1266 -3.5139
H -2.9827 -2.9501 -5.2022
H -3.7929 -1.7014 -4.2240
C 1.2964 4.1628 -2.6819
O 0.6633 5.3853 -2.3302
N 1.4515 3.2323 -1.8871
N 1.8806 3.8957 -3.8184
H 1.7028 2.2792 -2.2562
H 1.0355 3.2197 -0.9780
H 1.7197 4.5811 -4.5686
H 2.5517 3.1673 -4.0145
C 2.8249 1.5783 4.3916
O 2.5206 2.9705 4.6071
N 3.6083 0.9541 5.1590
N 2.1857 0.9929 3.4695
H 4.1524 1.4451 5.9009
H 3.5568 -0.0425 4.9671
H 1.4081 1.5842 3.1317
H 2.0879 -0.0346 3.3338
C 1.8451 -1.0287 -4.2177
O 2.2718 -1.6804 -3.0225
H 1.4254 -1.6895 -4.9279
H 2.6648 -0.5144 -4.6221
H 1.1890 -0.2437 -3.8901
H 2.2796 -2.5992 -3.1230
C 4.0664 -2.3001 0.2499
O 4.7055 -1.4601 1.1797
H 3.1603 -2.6842 0.6808
H 4.6834 -3.1760 0.0076
H 3.8783 -1.7939 -0.6762
H 4.0312 -0.8001 1.4600
C 0.9899 -2.2984 2.6746
O 2.1028 -1.6747 3.2095
H 0.2015 -1.6369 3.0392
H 0.7568 -3.3191 3.0135
H 1.0228 -2.3067 1.6130
H 2.3041 -2.2763 3.9036
C -2.1207 3.0226 -1.7112
O -1.8847 4.3732 -1.4901
H -2.6402 3.0062 -2.6696
H -2.6470 2.6597 -0.9128
H -1.2464 2.3698 -1.7362
H -0.9375 4.4221 -1.3326
C -0.1243 -4.4241 -3.4856
O -0.0459 -3.4375 -2.4898
H -1.1456 -4.4156 -3.8930
H 0.0909 -5.4194 -3.0730
H 0.6078 -4.2361 -4.2832
H 0.8011 -3.6505 -2.1485
C -2.6010 -1.8873 3.0818
O -1.9478 -3.2084 3.1967
H -2.7262 -1.5257 4.1623
H -3.6017 -1.9618 2.6717
H -2.1482 -1.1650 2.5052
H -1.5176 -3.3873 2.3645

Löwdin population analysis, charges in e, atoms 1 to 6: -0.068 -0.299 -0.100 0.042 0.041 0.062